Formula: C3H8O2
Source: OMol25
Level of theory: ωB97M-V with the def2-TZVPD basis set

Last columns: bonded neighbours and bond lengths (Å).
Positions of all 13 atoms, in Å:
1 O 2.38255 -0.09644 -0.10899  C3 1.431, H13 0.966
2 O -0.45388 -0.14012 -0.87119  C4 1.490, C5 1.671, H10 0.979
3 C 1.31725 0.30807 0.75619  O1 1.431, C5 1.467, H11 1.106, H12 1.096
4 C -1.76148 0.35462 -0.35479  O2 1.490, H7 1.094, H8 1.082, H9 1.097
5 C 0.06089 -0.44661 0.68878  O2 1.671, C3 1.467, H6 1.092
6 H 0.23088 -1.52139 0.59233  C5 1.092
7 H -1.55412 1.29061 0.17214  C4 1.094
8 H -2.34030 0.50002 -1.25700  C4 1.082
9 H -2.25634 -0.31432 0.36078  C4 1.097
10 H -0.53094 -0.97416 -1.37732  O2 0.979
11 H 1.13994 1.39418 0.64424  C3 1.106
12 H 1.65046 0.14861 1.78827  C3 1.096
13 H 2.03363 0.02174 -1.00146  O1 0.966

Computed properties:
HOMO level = -7.23 eV
gap between HOMO and LUMO = 7.55 eV
charge = 0
spin multiplicity = 1

***

Formula: C3H8O2
Source: OMol25
Level of theory: ωB97M-V with the def2-TZVPD basis set

Last columns: bonded neighbours and bond lengths (Å).
Positions of all 13 atoms, in Å:
1 O 2.47264 -1.58847 0.39047  C3 1.411, H9 0.962
2 O -3.32164 1.64650 -1.71917  C5 1.455, H6 1.033
3 C 3.23029 -0.57577 1.01541  O1 1.411, H7 1.052, H10 1.098, H12 1.074
4 C -2.58382 -0.09313 -0.15015  C5 1.331, H8 1.098, H11 1.090
5 C -2.30649 0.90728 -0.98370  O2 1.455, C4 1.331, H13 1.129
6 H -4.02496 1.95894 -1.02974  O2 1.033
7 H 2.75726 -0.32320 1.92006  C3 1.052
8 H -3.60398 -0.48997 -0.23848  C4 1.098
9 H 2.94586 -1.85791 -0.40242  O1 0.962
10 H 4.27503 -0.89688 1.12448  C3 1.098
11 H -1.77190 -0.34119 0.53340  C4 1.090
12 H 3.21312 0.29323 0.38531  C3 1.074
13 H -1.28142 1.36057 -0.84547  C5 1.129

Computed properties:
HOMO level = -9.70 eV
gap between HOMO and LUMO = 10.53 eV
SMILES = C=CO.CO
charge = 0
spin multiplicity = 1

***

Formula: C3H8O2
Source: OMol25
Level of theory: ωB97M-V with the def2-TZVPD basis set

Last columns: bonded neighbours and bond lengths (Å).
Positions of all 13 atoms, in Å:
1 O 2.28291 -0.09379 -0.02348  C5 1.410, H7 0.970
2 O 0.16586 -0.46160 -1.28809  C3 1.428, H10 0.962
3 C -0.12659 -0.36920 0.10624  O2 1.428, C4 1.572, C5 1.573, H6 1.109
4 C -1.56102 0.27278 0.09255  C3 1.572, H11 1.093, H12 1.093, H13 1.109
5 C 1.14744 0.35045 0.68375  O1 1.410, C3 1.573, H8 1.100, H9 1.099
6 H -0.08546 -1.38938 0.53919  C3 1.109
7 H 2.02597 -0.06366 -0.95799  O1 0.970
8 H 1.05519 1.44440 0.61733  C5 1.100
9 H 1.36919 0.09818 1.73049  C5 1.099
10 H -0.45369 -1.11911 -1.61815  O2 0.962
11 H -1.56618 1.31650 0.41579  C4 1.093
12 H -2.30783 -0.29929 0.64929  C4 1.093
13 H -1.94579 0.31373 -0.94692  C4 1.109

Computed properties:
HOMO level = -9.94 eV
gap between HOMO and LUMO = 10.79 eV
SMILES = C[C@@H](O)CO
charge = 0
spin multiplicity = 1

***

Formula: C3H8O2
Source: OMol25
Level of theory: ωB97M-V with the def2-TZVPD basis set

Last columns: bonded neighbours and bond lengths (Å).
Positions of all 13 atoms, in Å:
1 O 0.42363 -0.08598 -2.09915  C5 1.209
2 O 1.81347 -1.26030 0.10704  H6 0.965, H12 0.973
3 C 0.15213 0.60371 1.47635  C4 1.329, H9 1.087, H11 1.086
4 C -0.88223 1.18362 0.87571  C3 1.329, H8 1.089, H13 1.088
5 C -0.66708 -0.26863 -1.61065  O1 1.209, H7 1.105, H10 1.104
6 H 1.44381 -2.15043 0.06487  O2 0.965
7 H -1.54465 0.33367 -1.90851  C5 1.105
8 H -1.89068 0.78355 0.96791  C4 1.089
9 H 0.03898 -0.29070 2.08354  C3 1.087
10 H -0.84902 -1.04614 -0.84860  C5 1.104
11 H 1.16692 0.97421 1.36970  C3 1.086
12 H 1.55421 -0.84587 -0.73374  O2 0.973
13 H -0.75951 2.06929 0.25554  C4 1.088

Computed properties:
HOMO level = -10.02 eV
gap between HOMO and LUMO = 10.50 eV
SMILES = C=C.C=O.O
charge = 0
spin multiplicity = 1

***

Formula: C3H8O2
Source: OMol25
Level of theory: ωB97M-V with the def2-TZVPD basis set

Last columns: bonded neighbours and bond lengths (Å).
Positions of all 13 atoms, in Å:
1 O -0.00185 -0.70690 -1.08075  C4 1.185
2 O 1.30982 -1.87411 1.57977  H9 0.962, H11 0.961
3 C -0.24920 1.38702 0.83324  C5 1.523, H8 1.087, H10 1.084, H12 1.092
4 C -0.60783 0.24960 -1.43089  O1 1.185, C5 1.518, H13 1.114
5 C -0.87510 1.45977 -0.55362  C3 1.523, C4 1.518, H6 1.096, H7 1.093
6 H -1.96657 1.52433 -0.47779  C5 1.096
7 H -0.50417 2.28375 -1.16861  C5 1.093
8 H 0.82997 1.50928 0.78943  C3 1.087
9 H 0.91031 -2.72206 1.36184  O2 0.962
10 H -0.69250 2.16461 1.44434  C3 1.084
11 H 2.24859 -2.04036 1.69931  O2 0.961
12 H -0.39882 0.40957 1.29628  C3 1.092
13 H -0.98829 0.25890 -2.47833  C4 1.114

Computed properties:
HOMO level (spin up / spin down) = -15.02 / -14.94 eV
gap between HOMO and LUMO (spin up / spin down) = 9.23 / 5.26 eV
charge = +1
spin multiplicity = 2
expectation value of S² = 0.76

***

Formula: C3H8O2S
Source: OMol25
Level of theory: ωB97M-V with the def2-TZVPD basis set

Last columns: bonded neighbours and bond lengths (Å).
Positions of all 14 atoms, in Å:
1 S 3.64283 -0.47473 -0.98726  C4 1.877
2 O -1.34049 1.35547 0.12013  C6 1.484, H8 0.981
3 O -3.44606 -0.27325 2.30809  H14 0.964
4 C 1.84184 -0.69930 -0.50934  S1 1.877, C5 1.548, H7 1.093, H12 1.157
5 C 1.01824 0.57636 -0.20800  C4 1.548, C6 1.569, H11 1.089, H13 1.130
6 C -0.49848 0.30369 -0.50082  O2 1.484, C5 1.569, H9 1.162, H10 1.083
7 H 1.80984 -1.21457 0.45439  C4 1.093
8 H -2.10851 0.89686 0.52268  O2 0.981
9 H -0.70190 0.29563 -1.64469  C6 1.162
10 H -0.66454 -0.65710 -0.03043  C6 1.083
11 H 1.33840 1.45709 -0.76225  C5 1.089
12 H 1.49833 -1.50059 -1.27005  C4 1.157
13 H 0.92257 0.88091 0.87586  C5 1.130
14 H -3.31207 -0.94647 1.63169  O3 0.964

Computed properties:
HOMO level = -0.15 eV
gap between HOMO and LUMO = 5.99 eV
charge = -2
spin multiplicity = 1

***

Formula: C3H8O2S
Source: OMol25
Level of theory: ωB97M-V with the def2-TZVPD basis set

Last columns: bonded neighbours and bond lengths (Å).
Positions of all 14 atoms, in Å:
1 S -2.36382 -0.22294 -1.26140  C5 1.821, C6 1.792
2 O 3.29217 2.04137 1.92245  C4 1.190
3 O 1.97987 0.55589 3.01368  C4 1.368, H9 0.977
4 C 2.24605 1.75551 2.41153  O2 1.190, O3 1.368, H8 1.097
5 C -0.76648 -0.01514 -0.41213  S1 1.821, H7 1.086, H10 1.085, H13 1.083
6 C -1.86772 -1.45732 -2.46143  S1 1.792, H11 1.074, H12 1.096, H14 1.091
7 H -0.70919 0.99790 -0.02515  C5 1.086
8 H 1.35349 2.39375 2.43120  C4 1.097
9 H 2.88310 0.33859 3.31715  O3 0.977
10 H -0.01570 -0.09430 -1.19130  C5 1.085
11 H -2.64248 -1.73939 -3.15026  C6 1.074
12 H -1.72940 -2.39191 -1.90575  C6 1.096
13 H -0.72108 -0.79399 0.33833  C5 1.083
14 H -0.93881 -1.36803 -3.02691  C6 1.091

Computed properties:
HOMO level = -8.47 eV
gap between HOMO and LUMO = 9.18 eV
SMILES = O=CO.CSC
charge = 0
spin multiplicity = 1

***

Formula: C3H8O2S2
Source: OMol25
Level of theory: ωB97M-V with the def2-TZVPD basis set

Last columns: bonded neighbours and bond lengths (Å).
Positions of all 15 atoms, in Å:
1 S 2.59751 -1.21735 0.25847  S2 2.109, C6 1.819
2 S 2.53322 -3.03167 -0.81542  S1 2.109, H13 1.338
3 O -1.24630 1.21491 2.30720  C5 1.200
4 O -2.01947 2.68852 -2.98787  H14 0.965, H15 0.969
5 C -0.96516 0.40426 1.46854  O3 1.200, C7 1.503, H8 1.108
6 C 0.87338 -0.65197 0.12560  S1 1.819, C7 1.535, H9 1.093, H12 1.078
7 C 0.30071 -0.40415 1.52824  C5 1.503, C6 1.535, H10 1.097, H11 1.086
8 H -1.68369 0.26580 0.63615  C5 1.108
9 H 0.91035 0.29848 -0.41205  C6 1.093
10 H 0.12786 -1.38566 1.98624  C7 1.097
11 H 0.95595 0.13634 2.20451  C7 1.086
12 H 0.22099 -1.32857 -0.40321  C6 1.078
13 H 1.57053 -3.54491 -0.04131  S2 1.338
14 H -1.56413 3.27841 -2.37549  O4 0.965
15 H -2.61175 3.27756 -3.47960  O4 0.969

Computed properties:
HOMO level = -8.91 eV
gap between HOMO and LUMO = 9.19 eV
SMILES = O=CCCSS.O
charge = 0
spin multiplicity = 1

***

Calculated values (eV) of relative energy (zero: lowest compared OMol25 entry of this formula, charge and spin) for the records, taken in order: 5.247, 2.602, 1.258, 2.163, 1.025, 0.991, 0.842, 1.354.